Below is a 3-piece molecular cluster, C30H60F2IN5O7 overall, with properties calculated with ωB97M-V/def2-TZVPD.

Geometry as XYZ:
```
105
C30H60F2IN5O7 ωB97M-V/def2-TZVPD
I -2.26851 0.19342 0.18341
F 1.31055 -3.96960 2.73863
F -2.61382 -2.62403 1.33282
O -4.16958 -2.03577 -3.53067
O 4.00583 3.90730 -0.51431
O -0.58469 -3.44269 -1.05900
O 6.12399 6.05525 -4.00512
O 0.04367 -1.35248 -0.63622
O 1.96811 0.01501 2.66089
O -8.53257 -2.66308 -2.09961
N -5.91032 -4.08001 -1.83376
N -0.28260 2.22995 1.88493
N 0.07156 3.09367 -0.38411
N 1.83990 2.74106 1.09085
N 3.96463 6.67903 -2.03764
C -2.73670 -3.32276 3.96840
C 3.36147 0.18136 2.82152
C 5.25075 5.73728 -5.06849
C 5.32800 7.18539 -2.00840
C 0.55666 2.20148 0.68676
C -0.57212 -0.83321 2.98195
C -0.29774 -2.60263 -0.26552
C -0.19506 -2.76900 1.26739
C -3.92274 -2.49959 -2.21525
C -0.07498 -1.46208 4.20561
C 0.33915 -2.02134 5.18409
C -1.54307 -3.45001 1.64602
C 3.62936 1.07916 4.01387
C -9.02571 -3.48827 -3.13275
C -8.07993 -3.35438 -0.94279
C 0.88158 -3.88679 1.41167
C -1.72524 -4.03874 3.05503
C -6.57480 -3.29459 -0.80502
C -4.46415 -3.89028 -1.91493
C -5.44586 -1.47338 -3.74873
C 0.66314 0.79103 0.01325
C 4.92546 3.60402 -1.54536
C 2.08205 -3.87168 0.45271
C 0.15006 -1.28217 1.70098
C 3.30553 -4.55414 1.06149
C 1.66462 -1.18101 1.98384
C 5.89960 7.32264 -3.40228
C 3.41638 6.29306 -0.74180
C 4.11361 5.19670 0.05349
C -0.16803 -0.41853 0.43943
H 2.97436 0.80720 4.84137
H 2.38745 5.96570 -0.90735
H -5.35279 -0.75880 -4.56694
H -2.83639 -2.55648 -2.12294
H -3.12166 -2.39686 3.54939
H -8.52652 -2.85841 -0.07656
H -6.28455 -2.23496 -0.82086
H -9.75419 -4.21086 -2.75204
H 3.84792 -0.79042 2.97557
H 5.19375 6.55402 -5.79434
H 5.06538 2.52226 -1.55093
H 1.96218 -2.01881 2.61302
H -8.42730 -4.39230 -0.95550
H 3.91776 5.88527 -2.66251
H -4.02440 -4.22128 -0.96770
H 1.77842 -4.45744 -0.41474
H 4.23653 5.50557 -4.72425
H 3.76829 -3.94543 1.83807
H 1.71453 0.49985 -0.02596
H 4.54883 3.89451 -2.53009
H -1.24355 2.43187 1.64252
H 6.01188 6.54332 -1.43583
H 5.24731 7.93717 -4.03034
H 4.04928 -4.73073 0.28435
H -4.25889 -1.75562 -1.48282
H -0.42247 0.24114 3.09099
H 2.00394 2.55332 2.06811
H -1.64816 -0.97747 2.87985
H 2.25109 -1.23610 1.06205
H -6.32030 -3.86520 -2.73303
H -0.76562 -4.10494 3.56263
H 6.86958 7.82221 -3.33084
H 3.60116 5.12955 1.01601
H 0.35730 -4.82714 1.22292
H 3.80224 0.61261 1.91248
H -8.22905 -4.03567 -3.64912
H 3.46337 2.13197 3.77875
H -0.80206 2.72667 -0.75558
H 5.32748 8.17186 -1.53362
H 3.04217 -5.52132 1.49080
H -6.18543 -2.22496 -4.04316
H 0.74262 -2.27476 6.13494
H 2.33718 -2.87427 0.10923
H 0.03342 2.97429 2.49607
H 5.89500 4.08212 -1.37964
H -9.52060 -2.84046 -3.85441
H 2.60712 2.41078 0.52564
H 3.37059 7.18790 -0.11135
H 4.66354 0.97566 4.34314
H -3.59532 -3.95984 4.18081
H 5.65477 4.85660 -5.56476
H 5.16538 5.43005 0.26434
H -1.60841 -4.27172 0.93113
H -2.27939 -3.07972 4.92547
H -2.06370 -5.06876 2.93018
H -4.09014 -4.56266 -2.69068
H -6.29952 -3.69553 0.17588
H 0.37961 0.94166 -1.02847
H -5.81187 -0.94663 -2.86223
H -0.15612 3.98636 0.04378
```

Results
Multiplicity   1
SMILES string   C#CC[C@@]1(COCC)C([C@H](F)CC)([C@H](F)CC)C(=O)O[C@]1(I)CC(N)(N)N.COCCNCCOC.COCCNCCOC
LUMO energy   0.25 eV
Strongest force on any atom   1.16 eV/Å